(1)
A structure of composition C3H2ClF3. Source: OMol25; level of theory: ωB97M-V/def2-TZVPD.

Output
Energy relative to the best compared isomer or geometry (same formula, charge and spin) (kJ/mol): 139.6
Largest force on an atom (eV/A): 5.86
Orbital gap (eV): 11.057
Energy (eV): -23815.84929
E_LUMO (eV): 0.7

```
! RIJCOSX wB97M-V def2-TZVPD def2/J DEFGRID3
* xyz 0 1
C -0.0042 0.4694 -0.7915
C 0.6401 -0.1107 0.2113
C -1.9762 0.6950 -0.3717
F -2.0717 0.1202 0.7946
F -2.7122 0.0333 -1.3389
F -2.3668 1.9631 -0.5060
Cl 2.2949 -0.5958 0.3333
H 0.0939 0.7206 -1.8492
H 0.0115 -0.2980 1.0334
*
```

(2)
A cluster of 2 separate species, C3H2ClFIO2 in total. Source: OMol25; level of theory: ωB97M-V/def2-TZVPD.

Output
Energy relative to the best compared isomer or geometry (same formula, charge and spin) (kJ/mol): 92.6
Largest force on an atom (eV/A): 1.97
Orbital gap (eV): 6.589
Energy (eV): -30579.62581
E_LUMO (eV): 3.2

```
! RIJCOSX wB97M-V def2-TZVPD def2/J DEFGRID3
* xyz -1 1
C 2.3958 -3.3956 0.0589
C -0.0161 -0.1681 -0.3184
C 1.3510 -0.7314 -0.2299
O 3.4968 -3.0670 0.0849
O 1.3494 -3.7836 0.3259
F 1.5450 -1.2969 -1.5662
Cl -1.2520 -1.5525 -0.0725
I 2.6103 1.2215 -0.0732
H -0.1897 0.1618 -1.3635
H -0.2531 0.6524 0.3711
*
```

(3)
An isolated molecule of C3H2ClN. Source: OMol25; level of theory: ωB97M-V/def2-TZVPD.

Output
Energy relative to the best compared isomer or geometry (same formula, charge and spin) (kJ/mol): 66.8
Largest force on an atom (eV/A): 5.28
Orbital gap (eV): 10.776
SMILES string: C=C(Cl)C#N
Energy (eV): -17154.15101
E_LUMO (eV): 0.0

```
! RIJCOSX wB97M-V def2-TZVPD def2/J DEFGRID3
* xyz 0 1
C 0.4313 1.0267 0.0128
C 0.2389 -0.2116 -0.1243
Cl 1.4368 -1.5082 0.0038
C -0.9994 -0.8864 -0.0772
N -2.0150 -1.4778 0.0238
H 1.4463 1.4912 -0.0722
H -0.5388 1.5660 0.2333
*
```

(4)
An isolated molecule of C3H2ClNO. Source: OMol25; level of theory: ωB97M-V/def2-TZVPD.

Output
Energy relative to the best compared isomer or geometry (same formula, charge and spin) (kJ/mol): 736.8
Largest force on an atom (eV/A): 4.63
Orbital gap (alpha / beta) (eV): 6.875 / 6.891
Energy (eV): -19195.00662
E_LUMO (alpha / beta) (eV): -0.7 / -0.7

```
! RIJCOSX wB97M-V def2-TZVPD def2/J DEFGRID3
* xyz 0 1
C -0.1173 0.3957 2.2728
C -2.6907 -0.0725 1.2006
C -0.8210 -0.0224 -0.1494
N 0.0412 0.0916 1.0491
O -2.1123 -0.2064 0.0026
Cl -4.3769 0.1457 1.1980
H -0.3333 -0.6959 -0.9061
H 1.0826 0.0580 1.1001
*
```

(5)
A structure of composition C3H2ClNO. Source: OMol25; level of theory: ωB97M-V/def2-TZVPD.

Output
Energy relative to the best compared isomer or geometry (same formula, charge and spin) (kJ/mol): 586.6
Largest force on an atom (eV/A): 4.18
Orbital gap (alpha / beta) (eV): 8.237 / 8.236
Energy (eV): -19196.56258
E_LUMO (alpha / beta) (eV): -0.2 / -0.2

```
! RIJCOSX wB97M-V def2-TZVPD def2/J DEFGRID3
* xyz 0 1
C 0.1235 0.7635 1.1178
C 0.5854 -0.4205 0.7485
C -0.7020 0.4560 -0.7237
N 0.0190 -0.6453 -0.5938
O 0.3426 -1.5181 -1.4442
Cl -1.7378 0.9937 -1.8809
H 0.2151 1.6480 1.7377
H 1.1543 -1.2772 1.0386
*
```

(6)
A cluster of 2 separate species, C3H2ClNO3 in total. Source: OMol25; level of theory: ωB97M-V/def2-TZVPD.

Output
Energy relative to the best compared isomer or geometry (same formula, charge and spin) (kJ/mol): 425.9
Largest force on an atom (eV/A): 5.68
Orbital gap (eV): 9.016
Energy (eV): -23291.73791
E_LUMO (eV): -1.1

```
! RIJCOSX wB97M-V def2-TZVPD def2/J DEFGRID3
* xyz 0 1
C 0.1237 -0.1643 -0.0340
C 1.4076 -0.4649 -0.0646
C 2.9100 1.1581 -0.2676
N 1.9963 -1.7049 -0.0926
O 2.5524 2.1488 -0.7654
O 1.5816 -2.3157 -1.0908
O 2.7925 -2.1123 0.7225
Cl 4.3652 0.7515 0.3640
H -0.5909 -1.0798 -0.0017
H -0.2803 0.8817 -0.2568
*
```

(7)
An isolated molecule of C3H2ClNOS. Source: OMol25; level of theory: ωB97M-V/def2-TZVPD.

Output
Energy relative to the best compared isomer or geometry (same formula, charge and spin) (kJ/mol): 120.9
Largest force on an atom (eV/A): 3.59
Orbital gap (eV): 10.401
SMILES string: N#CS[C@@H](Cl)C=O
Energy (eV): -30036.81185
E_LUMO (eV): -0.1

```
! RIJCOSX wB97M-V def2-TZVPD def2/J DEFGRID3
* xyz 0 1
N -0.6762 -1.5202 -2.5814
C -0.0648 -0.7710 -1.9741
S 0.8208 0.3572 -1.2463
C 0.2681 -0.1725 0.4158
Cl 1.5452 -0.9425 1.3539
C -0.3263 1.0215 1.1477
O 0.0326 1.3829 2.2215
H -0.5227 -0.7935 0.2880
H -1.0766 1.4381 0.3748
*
```

(8)
An isolated molecule of C3H2ClNOS2. Source: OMol25; level of theory: ωB97M-V/def2-TZVPD.

Output
Energy relative to the best compared isomer or geometry (same formula, charge and spin) (kJ/mol): 130.0
Largest force on an atom (eV/A): 0.87
Orbital gap (eV): 8.704
SMILES string: S=c1oc(Cl)cn1S
Energy (eV): -40872.65608
E_LUMO (eV): 0.4

```
! RIJCOSX wB97M-V def2-TZVPD def2/J DEFGRID3
* xyz 0 1
S -1.3621 -2.2659 0.4802
C -0.3126 -1.0151 0.2091
O 1.0440 -1.1371 0.2098
C 1.5697 0.0923 -0.0532
Cl 3.2693 0.2149 -0.1010
C 0.6089 0.9952 -0.2159
N -0.5803 0.2878 -0.0480
S -2.1618 0.9786 -0.1610
H 0.6430 2.0701 -0.4303
H -2.7180 -0.2208 0.1102
*
```

(9)
The ion C3H2ClO3 with charge -1. Source: OMol25; level of theory: ωB97M-V/def2-TZVPD.

Output
Energy relative to the best compared isomer or geometry (same formula, charge and spin) (kJ/mol): 93.3
Largest force on an atom (eV/A): 3.90
Orbital gap (alpha / beta) (eV): 3.166 / 7.094
Energy (eV): -21803.66268
E_LUMO (alpha / beta) (eV): 3.5 / 0.1

```
! RIJCOSX wB97M-V def2-TZVPD def2/J DEFGRID3
* xyz -1 3
C 2.5239 1.2068 0.0282
C 0.1047 -0.0850 0.3609
C 1.5316 -0.2569 0.3191
O 3.7240 1.1214 0.0753
O 1.7568 2.1088 -0.2796
O 0.8767 -0.2136 1.4832
Cl 2.2303 -1.8497 -0.2455
H -0.2790 0.9361 0.3004
H -0.6455 -0.8863 0.0939
*
```

(10)
A structure of composition C3H2CoLiO3. Source: OMol25; level of theory: ωB97M-V/def2-TZVPD.

Output
Largest force on an atom (eV/A): 5.96
Orbital gap (alpha / beta) (eV): 6.635 / 6.629
Energy (eV): -47074.11760
E_LUMO (alpha / beta) (eV): -14.7 / -19.6

```
! RIJCOSX wB97M-V def2-TZVPD def2/J DEFGRID3
* xyz 3 6
H -2.1156 0.4684 -2.4338
O 0.0468 1.1847 0.2773
C 1.2593 0.5996 0.2699
C -1.0180 0.4217 0.3084
O 2.2667 1.3177 0.2653
O 1.3496 -0.6661 0.2765
C -2.0312 -0.2306 0.2432
Co 3.2697 -0.3554 0.2647
H -2.9526 -0.7904 0.2623
Li -0.0747 -1.9497 0.2662
*
```

(11)
A structure of composition C3H2CrFO2. Source: OMol25; level of theory: ωB97M-V/def2-TZVPD.

Output
Energy relative to the best compared isomer or geometry (same formula, charge and spin) (kJ/mol): 101.4
Largest force on an atom (eV/A): 4.64
Orbital gap (alpha / beta) (eV): 8.039 / 8.021
Energy (eV): -38333.97074
E_LUMO (alpha / beta) (eV): -17.7 / -17.7

```
! RIJCOSX wB97M-V def2-TZVPD def2/J DEFGRID3
* xyz 3 5
H -2.1125 -1.0036 -1.2345
F 0.8654 1.6841 0.2653
O 1.5878 -0.2974 -0.2114
O -1.4200 -0.3403 -1.3657
C 0.6338 0.4181 0.0509
C -0.9734 -0.3474 1.0236
C -0.9488 0.1189 -0.2239
H -1.0522 0.1036 2.0099
Cr 3.4200 -0.3359 -0.3142
*
```

(12)
A structure of composition C3H2CsFO2. Source: OMol25; level of theory: ωB97M-V/def2-TZVPD.

Output
Energy relative to the best compared isomer or geometry (same formula, charge and spin) (kJ/mol): 375.3
Largest force on an atom (eV/A): 2.68
Orbital gap (alpha / beta) (eV): 9.249 / 5.366
Energy (eV): -10492.33346
E_LUMO (alpha / beta) (eV): -3.7 / -7.6

```
! RIJCOSX wB97M-V def2-TZVPD def2/J DEFGRID3
* xyz 1 2
H -2.3950 -1.2638 -0.4336
O -0.3253 -0.9105 -0.1442
O -0.3532 1.2160 -0.0108
C -1.6178 -0.5081 -0.4099
C -1.6336 0.8272 -0.2962
C 0.4365 0.1316 0.1022
H -2.2509 1.4251 -0.9901
F 4.0731 -1.3260 -0.5475
Cs 4.0663 0.4085 2.7303
*
```

(13)
A structure of composition C3H2CuFO2. Source: OMol25; level of theory: ωB97M-V/def2-TZVPD.

Output
Energy relative to the best compared isomer or geometry (same formula, charge and spin) (kJ/mol): 0.0
Largest force on an atom (eV/A): 2.33
Orbital gap (alpha / beta) (eV): 7.898 / 7.984
Energy (eV): -54583.99594
E_LUMO (alpha / beta) (eV): -6.0 / -6.0

```
! RIJCOSX wB97M-V def2-TZVPD def2/J DEFGRID3
* xyz 1 2
H 1.1372 -1.3125 -1.7697
F -0.5408 1.6016 -0.6774
O -1.5297 0.3691 0.8241
O 0.3297 -1.2665 -1.2434
C -0.5807 0.5229 0.0996
C 1.5086 -0.2023 0.6216
C 0.4910 -0.4705 -0.1734
H 2.3998 -0.6471 1.0563
Cu -3.2152 1.4052 1.2624
*
```

(14)
A structure of composition C3H2EuFO2. Source: OMol25; level of theory: ωB97M-V/def2-TZVPD.

Output
Energy relative to the best compared isomer or geometry (same formula, charge and spin) (kJ/mol): 79.3
Largest force on an atom (eV/A): 5.61
Orbital gap (alpha / beta) (eV): 5.209 / 7.727
Energy (eV): -29247.55925
E_LUMO (alpha / beta) (eV): -18.5 / -18.4

```
! RIJCOSX wB97M-V def2-TZVPD def2/J DEFGRID3
* xyz 3 8
O -0.5106 1.2267 -0.6318
O 0.5758 -0.8282 4.6907
C -0.6501 0.5037 -1.6417
C 0.0823 -0.6987 -1.7934
C 0.5519 -0.0798 3.8607
H -1.2812 0.8094 -2.4875
H -0.0218 -1.3831 -2.6360
F 1.0091 -0.9777 -0.9327
Eu 0.2447 1.4276 1.5717
*
```

(15)
A structure of composition C3H2EuO2. Source: OMol25; level of theory: ωB97M-V/def2-TZVPD.

Output
Energy relative to the best compared isomer or geometry (same formula, charge and spin) (kJ/mol): 221.6
Largest force on an atom (eV/A): 5.60
Orbital gap (alpha / beta) (eV): 7.495 / 7.739
Energy (eV): -26543.42135
E_LUMO (alpha / beta) (eV): -10.1 / -9.9

```
! RIJCOSX wB97M-V def2-TZVPD def2/J DEFGRID3
* xyz 2 8
O -0.1191 -0.3733 0.4433
C 2.1147 -1.5176 -1.3643
C 0.6351 0.3622 -0.1951
O 1.3073 -0.4340 -1.8613
C 2.0637 -0.2093 -0.6623
Eu -1.9140 -0.5016 2.1091
H 0.5101 1.4561 -0.1983
H 2.9458 0.4323 -0.7078
*
```

(16)
A cluster of 2 separate species, C3H2F2 in total. Source: OMol25; level of theory: ωB97M-V/def2-TZVPD.

Output
Energy relative to the best compared isomer or geometry (same formula, charge and spin) (kJ/mol): 438.4
Largest force on an atom (eV/A): 2.86
Orbital gap (alpha / beta) (eV): 9.272 / 5.372
Energy (eV): -8571.62181
E_LUMO (alpha / beta) (eV): -2.6 / -3.8

```
! RIJCOSX wB97M-V def2-TZVPD def2/J DEFGRID3
* xyz 0 1
C 0.9528 0.2113 0.2501
C -0.2382 0.1858 -0.1297
C -1.5399 0.3150 -0.2756
F 3.1040 -1.1352 0.3194
F -2.1749 0.2500 -1.4716
H 1.9744 0.1305 0.6311
H -2.0782 0.0427 0.6764
*
```

(17)
A cluster of 2 separate species, C3H2F2N2O in total. Source: OMol25; level of theory: ωB97M-V/def2-TZVPD.

Output
Energy relative to the best compared isomer or geometry (same formula, charge and spin) (kJ/mol): 491.9
Largest force on an atom (eV/A): 2.32
Orbital gap (alpha / beta) (eV): 7.816 / 8.483
Energy (eV): -13599.67758
E_LUMO (alpha / beta) (eV): -2.1 / -2.3

```
! RIJCOSX wB97M-V def2-TZVPD def2/J DEFGRID3
* xyz 0 1
C 0.0840 -0.5680 -0.3948
C -0.0275 0.1314 0.7445
C 0.5694 -1.9168 -0.0227
N 0.3883 -0.7114 1.7623
N 0.7284 -1.8771 1.4340
O 0.8439 -2.8635 -0.6867
F 0.4555 -0.2983 3.0501
F -0.8114 -2.9955 1.7598
H -0.1392 -0.2655 -1.3953
H -0.3073 1.1435 0.9581
*
```

(18)
A structure of composition C3H2F2N2O2SSi. Source: OMol25; level of theory: ωB97M-V/def2-TZVPD.

Output
Largest force on an atom (eV/A): 3.35
Orbital gap (eV): 9.510
Energy (eV): -34367.84258
E_LUMO (eV): -0.6

```
! RIJCOSX wB97M-V def2-TZVPD def2/J DEFGRID3
* xyz 0 1
O -1.9405 -0.8250 1.5412
C -2.0166 -1.2767 0.4706
F -3.2196 -1.4277 -0.1079
N -0.8774 -1.7058 -0.3123
C -0.1816 -0.4433 -0.6737
O -0.5488 0.0939 -1.6670
Si 1.2606 0.2528 0.3809
F 2.6978 -0.1703 -0.3219
N 1.1579 1.9956 0.6515
C 1.4297 2.5762 -0.3794
S 1.3010 3.5676 -1.6145
H -0.3004 -2.2654 0.3193
H 1.2377 -0.3719 1.7131
*
```

(19)
A cluster of 2 separate species, C3H2F3I in total. Source: OMol25; level of theory: ωB97M-V/def2-TZVPD.

Output
Energy relative to the best compared isomer or geometry (same formula, charge and spin) (kJ/mol): 355.7
Largest force on an atom (eV/A): 4.00
Orbital gap (eV): 8.456
Energy (eV): -19392.37924
E_LUMO (eV): -0.9

```
! RIJCOSX wB97M-V def2-TZVPD def2/J DEFGRID3
* xyz 0 1
C 0.1909 0.1376 -1.5659
C 0.3777 0.8175 -0.4888
C -0.4840 -0.5308 1.3560
F -1.4467 -1.2489 0.8115
F -0.9169 -0.0945 2.5099
F 0.5630 -1.3302 1.6668
I 1.2151 2.6454 -0.0273
H 0.6699 0.4448 -2.5194
H -0.1690 -0.8408 -1.7429
*
```

(20)
A cluster of 2 separate species, C3H2F3N in total. Source: OMol25; level of theory: ωB97M-V/def2-TZVPD.

Output
Energy relative to the best compared isomer or geometry (same formula, charge and spin) (kJ/mol): 415.7
Largest force on an atom (eV/A): 5.75
Orbital gap (alpha / beta) (eV): 8.059 / 9.370
Energy (eV): -12779.73009
E_LUMO (alpha / beta) (eV): -1.4 / -0.2

```
! RIJCOSX wB97M-V def2-TZVPD def2/J DEFGRID3
* xyz 0 1
C -0.1250 -1.4492 -0.4255
C -0.1653 -0.0621 -0.0244
C 1.4625 -3.2853 -1.6054
N -1.2621 -1.1934 -0.1121
F 1.0391 -3.5660 -2.7719
F 2.7407 -2.8404 -1.5155
F 1.2313 -4.3094 -0.8202
H 0.1144 0.1436 0.8920
H -0.1916 0.8163 -0.8081
*
```